(1)
Here is a structure of composition C64H76AgCl3F3N10O2 at a distorted geometry from the OMol25 dataset. Energies are from ωB97M-V with the def2-TZVPD basis set.

```
159
Properties=species:S:1:pos:R:3
Ag 0.949 -7.126 -6.001
C -1.133 -10.264 -4.628
O -2.432 -9.921 -5.170
O -0.241 -9.190 -4.802
C -1.159 -11.130 -3.320
F -1.587 -10.516 -2.255
F -1.712 -12.253 -3.528
F 0.071 -11.523 -2.880
C -3.486 -9.311 -4.371
C -4.537 -8.673 -5.177
H -4.934 -7.825 -4.619
H -4.201 -8.288 -6.139
H -5.360 -9.308 -5.504
H -3.093 -8.617 -3.629
H -4.042 -10.050 -3.795
H -0.791 -11.045 -5.307
C -0.940 -7.217 0.108
N -1.489 -6.501 -1.129
C -0.969 -6.725 -2.279
C -1.504 -6.182 -3.420
C -2.557 -5.283 -3.348
C -3.018 -4.968 -2.028
C -2.404 -5.552 -0.912
C -3.355 -4.814 -4.500
C -3.897 -3.545 -4.420
C -4.727 -3.110 -5.415
N -4.936 -3.864 -6.589
C -4.353 -5.052 -6.720
C -3.553 -5.524 -5.680
C -5.709 -3.212 -7.685
H 0.146 -7.306 0.065
H -1.318 -8.231 0.241
H -1.311 -6.690 0.987
H -0.245 -7.526 -2.293
H -1.186 -6.359 -4.437
H -3.856 -4.306 -1.868
H -2.847 -5.510 0.072
H -3.443 -2.893 -3.688
H -5.086 -2.096 -5.508
H -4.435 -5.456 -7.718
H -2.834 -6.325 -5.762
H -6.356 -4.045 -7.957
H -5.056 -2.792 -8.451
H -6.232 -2.358 -7.256
C 5.897 -6.313 -5.274
N 6.514 -6.000 -3.994
C 5.731 -5.900 -2.865
C 6.465 -5.790 -1.622
C 7.834 -5.629 -1.594
C 8.528 -5.680 -2.817
C 7.846 -5.829 -4.025
C 8.565 -5.379 -0.276
C 7.984 -4.559 0.712
C 8.293 -4.747 2.082
N 9.261 -5.559 2.431
C 9.898 -6.355 1.459
C 9.529 -6.261 0.104
C 9.780 -5.510 3.788
H 6.280 -7.270 -5.628
H 6.206 -5.635 -6.070
H 4.809 -6.330 -5.208
H 4.671 -6.108 -2.856
H 5.984 -5.845 -0.657
H 9.569 -5.406 -2.912
H 8.237 -5.765 -5.030
H 7.211 -3.874 0.397
H 7.832 -4.101 2.815
H 10.613 -7.066 1.847
H 9.951 -7.002 -0.558
H 9.017 -5.396 4.559
H 10.510 -4.702 3.729
H 10.395 -6.403 3.890
C 0.888 -4.999 3.319
N 1.025 -4.415 1.982
C 0.286 -3.376 1.617
C 0.311 -2.903 0.348
C 1.239 -3.440 -0.556
C 1.990 -4.575 -0.216
C 1.807 -5.104 1.063
C 1.252 -3.081 -1.958
C 2.490 -2.692 -2.565
C 2.475 -2.356 -3.885
N 1.329 -2.412 -4.602
C 0.193 -2.916 -4.097
C 0.048 -3.105 -2.775
C 1.505 -2.033 -5.992
H 1.866 -5.246 3.733
H 0.141 -5.792 3.294
H 0.432 -4.177 3.871
H -0.251 -2.844 2.388
H -0.249 -2.030 0.049
H 2.624 -5.103 -0.914
H 2.271 -5.904 1.621
H 3.369 -2.623 -1.941
H 3.419 -2.065 -4.324
H -0.624 -3.055 -4.790
H -0.885 -3.409 -2.324
H 0.546 -2.287 -6.441
H 2.233 -2.741 -6.390
H 1.620 -0.951 -6.064
C 6.219 -8.148 1.621
N 5.935 -8.575 0.273
C 6.793 -9.261 -0.496
C 6.376 -9.774 -1.693
C 5.050 -9.514 -2.225
C 4.180 -8.821 -1.431
C 4.651 -8.420 -0.157
C 4.528 -10.129 -3.534
C 5.437 -10.291 -4.600
C 4.994 -10.804 -5.749
N 3.718 -11.199 -5.853
C 2.802 -11.050 -4.910
C 3.188 -10.457 -3.700
C 3.321 -11.950 -7.122
H 5.356 -8.262 2.278
H 6.419 -7.087 1.470
H 7.082 -8.712 1.974
H 7.790 -9.426 -0.116
H 6.958 -10.361 -2.388
H 3.221 -8.617 -1.883
H 3.972 -7.921 0.520
H 6.507 -10.149 -4.585
H 5.503 -11.012 -6.679
H 1.782 -11.375 -5.057
H 2.423 -10.347 -2.946
H 2.239 -11.996 -7.239
H 3.851 -12.903 -7.136
H 3.748 -11.361 -7.933
C -1.905 -16.060 -5.407
N -1.930 -14.767 -6.151
C -2.821 -13.880 -5.744
C -2.917 -12.730 -6.415
C -2.122 -12.501 -7.610
C -1.269 -13.530 -8.069
C -1.204 -14.726 -7.282
C -2.061 -11.114 -8.305
C -1.095 -10.783 -9.204
C -0.910 -9.572 -9.833
N -1.652 -8.543 -9.294
C -2.750 -8.827 -8.610
C -2.979 -10.087 -8.026
C -1.509 -7.160 -9.854
H -2.356 -16.757 -6.113
H -2.565 -15.994 -4.542
H -0.880 -16.310 -5.131
H -3.339 -14.028 -4.808
H -3.619 -11.977 -6.089
H -0.555 -13.505 -8.879
H -0.579 -15.577 -7.511
H -0.376 -11.522 -9.527
H -0.148 -9.232 -10.519
H -3.413 -7.980 -8.514
H -3.824 -10.174 -7.358
H -0.485 -6.880 -10.102
H -1.997 -6.459 -9.177
H -2.045 -7.152 -10.803
Cl 1.990 -6.291 -3.661
Cl -0.635 -4.852 -7.126
Cl 2.021 -7.720 -8.630
```

- Energy above the lowest of the compared OMol25 structures with the same formula, charge and spin: 5.4182 eV
- Spin multiplicity: 1
- Total charge: +7
- Lowest unoccupied orbital energy: -15.505 eV
- HOMO-LUMO gap: 3.88 eV



(2)
Here is a structure of composition C64H84N4O4S2Sb2Tl at a distorted geometry from the OMol25 dataset. Energies are from ωB97M-V with the def2-TZVPD basis set.

```
161
Properties=species:S:1:pos:R:3
Tl -0.725 1.603 -1.044
C -0.102 2.740 2.670
O 0.138 1.758 1.661
C 0.493 0.518 2.163
C -0.475 -0.327 2.692
C -1.965 -0.046 2.524
C -2.580 -1.143 1.693
C -2.983 -2.320 2.277
C -3.376 -3.432 1.525
C -3.260 -3.345 0.125
C -2.932 -2.184 -0.523
C -2.762 -2.183 -2.021
C -1.326 -2.559 -2.354
C -0.865 -3.861 -2.185
C 0.449 -4.216 -2.460
C 1.337 -3.191 -2.788
C 0.913 -1.886 -2.967
C 1.906 -0.787 -3.299
C 2.885 -0.558 -2.173
C 4.232 -0.712 -2.352
C 5.171 -0.404 -1.346
C 4.689 0.099 -0.127
C 3.349 0.273 0.123
C 2.870 0.937 1.394
C 1.831 0.126 2.143
C 2.204 -1.014 2.836
C 1.281 -1.784 3.540
C -0.059 -1.460 3.387
C 1.755 -2.896 4.469
C 2.712 -2.286 5.506
C 2.480 -3.983 3.665
C 0.597 -3.550 5.229
C 2.382 -0.120 -0.882
O 1.152 -0.089 -0.642
C 6.650 -0.580 -1.636
C 7.532 -0.180 -0.451
C 7.043 0.285 -2.846
C 6.916 -2.059 -1.966
C -0.441 -1.600 -2.826
O -0.927 -0.364 -3.217
C -1.276 -0.329 -4.605
C 0.940 -5.660 -2.465
C -0.177 -6.652 -2.133
C 2.073 -5.841 -1.445
C 1.468 -5.987 -3.873
C -2.732 -0.975 0.258
O -2.771 0.184 -0.249
C -3.880 -4.716 2.155
C -2.930 -5.869 1.790
C -5.287 -5.011 1.605
C -3.964 -4.628 3.681
H -0.612 2.309 3.535
H 0.834 3.191 3.013
H -0.731 3.517 2.233
H -2.441 -0.015 3.505
H -2.096 0.906 2.017
H -2.984 -2.378 3.357
H -3.455 -4.227 -0.473
H -3.446 -2.907 -2.466
H -2.975 -1.192 -2.416
H -1.569 -4.609 -1.843
H 2.390 -3.409 -2.930
H 2.453 -1.032 -4.211
H 1.347 0.138 -3.464
H 4.584 -1.065 -3.315
H 5.390 0.382 0.647
H 3.729 1.125 2.039
H 2.422 1.900 1.129
H 3.255 -1.285 2.842
H -0.818 -2.086 3.834
H 3.617 -1.898 5.037
H 2.223 -1.470 6.039
H 3.007 -3.043 6.235
H 3.338 -3.576 3.129
H 2.835 -4.770 4.333
H 1.800 -4.429 2.935
H 0.040 -2.815 5.812
H -0.087 -4.062 4.548
H 0.994 -4.293 5.922
H 7.401 0.874 -0.198
H 7.314 -0.788 0.428
H 8.579 -0.331 -0.712
H 6.865 1.343 -2.642
H 8.105 0.154 -3.056
H 6.489 0.008 -3.743
H 6.641 -2.695 -1.123
H 6.348 -2.384 -2.838
H 7.975 -2.208 -2.178
H -1.496 -1.332 -4.973
H -2.161 0.295 -4.716
H -0.462 0.100 -5.197
H -0.556 -6.493 -1.121
H -1.003 -6.570 -2.841
H 0.214 -7.668 -2.189
H 1.710 -5.651 -0.434
H 2.453 -6.863 -1.492
H 2.902 -5.161 -1.643
H 0.699 -5.802 -4.626
H 2.341 -5.385 -4.123
H 1.756 -7.038 -3.927
H -2.858 -6.009 0.711
H -1.928 -5.672 2.177
H -3.292 -6.799 2.228
H -5.268 -5.185 0.529
H -5.695 -5.900 2.085
H -5.958 -4.174 1.805
H -2.981 -4.451 4.122
H -4.646 -3.837 3.998
H -4.339 -5.571 4.076
N -4.264 2.273 -2.525
C -3.386 2.781 -3.431
N -2.106 2.842 -3.239
C -1.445 3.364 -4.330
C -2.248 3.755 -5.351
S -3.901 3.444 -4.970
C 0.017 3.377 -4.314
C 0.824 3.529 -5.394
S 2.483 3.371 -4.940
C 1.965 3.099 -3.294
N 0.679 3.137 -3.124
N 2.863 2.934 -2.285
H -3.868 1.616 -1.863
H -5.202 2.085 -2.836
H -1.980 4.209 -6.290
H 0.558 3.723 -6.419
H 3.804 2.671 -2.524
H 2.499 2.538 -1.433
C -4.610 3.141 3.412
Sb -4.108 3.615 1.352
C -6.208 3.855 0.865
C -3.921 5.774 1.795
C -2.625 6.126 2.412
C -2.491 5.980 3.798
C -1.323 6.299 4.462
C -0.237 6.775 3.739
C -0.351 6.934 2.372
C -1.528 6.623 1.678
C -1.561 6.869 0.213
Sb -0.775 5.166 -1.005
C 1.252 5.520 -0.335
C -0.512 6.426 -2.748
H -5.369 3.834 3.773
H -3.723 3.210 4.041
H -5.003 2.125 3.457
H -6.674 4.446 1.651
H -6.692 2.879 0.816
H -6.327 4.365 -0.089
H -4.751 5.950 2.479
H -4.117 6.277 0.850
H -3.346 5.629 4.364
H -1.261 6.198 5.539
H 0.682 7.041 4.245
H 0.487 7.330 1.810
H -0.881 7.678 -0.053
H -2.556 7.100 -0.163
H 1.469 6.586 -0.390
H 1.943 4.976 -0.977
H 1.368 5.174 0.692
H -0.150 7.407 -2.445
H -1.456 6.532 -3.283
H 0.216 5.962 -3.412
```

- Spin multiplicity: 1
- Total charge: +1
- Lowest unoccupied orbital energy (alpha / beta): -4.199 / -3.973 eV
- HOMO-LUMO gap (alpha / beta): 5.19 / 5.42 eV



(3)
Here is a cluster of 10 separate species, C64H90ClFN11O4P2Si2 in total at a distorted geometry from the OMol25 dataset. Energies are from ωB97M-V with the def2-TZVPD basis set.

```
175
Properties=species:S:1:pos:R:3
C 2.014 -5.375 0.708
C 0.846 -4.394 1.132
C 1.199 -2.871 0.974
F 2.492 -2.829 0.443
C 0.164 -1.955 0.192
P -0.032 -2.851 -1.446
C -1.332 -4.123 -1.738
C 1.437 -3.547 -2.305
C 0.922 -0.588 -0.190
Si 2.233 0.302 0.914
C 3.972 0.479 0.097
C 2.628 -0.347 2.645
C 1.716 2.134 1.226
P 1.377 -0.170 -2.003
O 1.650 1.326 -1.890
O 2.808 -0.818 -2.536
O 0.105 -0.215 -3.089
O -0.162 0.414 -0.120
C -1.369 -0.105 0.513
N -1.434 0.943 1.571
Si -2.637 0.516 -0.782
C -4.341 1.115 -0.170
C -1.907 2.144 -1.532
C -2.959 -0.566 -2.311
N -1.091 -1.545 0.956
C -0.966 -1.482 2.457
C -0.812 -2.788 3.313
C -2.246 -2.471 0.731
C -3.508 -2.544 1.620
C -4.295 -1.276 2.072
Cl -5.165 -1.721 3.633
H 2.380 -5.198 -0.319
H 1.588 -6.396 0.817
H 2.859 -5.240 1.410
H -0.089 -4.743 0.653
H 0.716 -4.618 2.218
H 1.393 -2.521 2.017
H -1.050 -4.887 -2.502
H -2.238 -3.626 -2.169
H -1.714 -4.712 -0.875
H 1.429 -4.665 -2.238
H 1.325 -3.342 -3.400
H 2.458 -3.232 -2.034
H 3.980 1.332 -0.613
H 4.308 -0.470 -0.377
H 4.696 0.736 0.906
H 3.494 0.266 3.003
H 3.016 -1.395 2.698
H 1.846 -0.167 3.427
H 0.999 2.093 2.087
H 1.227 2.603 0.355
H 2.622 2.661 1.591
H 2.726 -1.069 -3.466
H 0.295 -0.856 -3.787
H -1.106 1.822 1.172
H -2.395 1.131 1.853
H -5.076 0.296 -0.373
H -4.692 1.963 -0.807
H -4.387 1.480 0.876
H -1.698 2.909 -0.751
H -0.974 1.963 -2.103
H -2.690 2.498 -2.239
H -2.891 0.032 -3.251
H -4.003 -0.974 -2.281
H -2.279 -1.431 -2.445
H -1.782 -0.952 2.974
H -0.051 -0.882 2.671
H -1.449 -2.767 4.229
H -1.050 -3.744 2.810
H 0.225 -2.899 3.710
H -2.624 -2.467 -0.321
H -1.786 -3.488 0.799
H -4.258 -3.156 1.057
H -3.371 -3.167 2.538
H -3.714 -0.375 2.320
H -5.119 -1.091 1.356
N 3.263 7.123 -2.641
C 3.240 6.349 -3.733
C 2.584 5.130 -3.801
C 1.915 4.681 -2.672
C 1.927 5.463 -1.528
C 2.609 6.670 -1.563
H 3.781 6.739 -4.588
H 2.597 4.547 -4.713
H 1.392 3.731 -2.683
H 1.417 5.145 -0.627
H 2.641 7.317 -0.694
N 6.828 4.413 -0.563
C 5.832 4.349 -1.453
C 5.869 3.567 -2.596
C 7.004 2.808 -2.836
C 8.051 2.860 -1.929
C 7.912 3.672 -0.815
H 4.966 4.962 -1.225
H 5.031 3.552 -3.280
H 7.073 2.184 -3.720
H 8.953 2.283 -2.082
H 8.703 3.742 -0.075
N -0.357 11.280 -1.194
C -1.629 10.872 -1.128
C -2.056 9.613 -1.516
C -1.113 8.722 -2.005
C 0.211 9.123 -2.086
C 0.534 10.403 -1.668
H -2.329 11.604 -0.741
H -3.099 9.336 -1.437
H -1.406 7.727 -2.321
H 0.975 8.458 -2.463
H 1.558 10.760 -1.708
N -3.014 -6.642 -0.560
C -3.083 -7.485 -1.598
C -3.734 -8.706 -1.557
C -4.349 -9.081 -0.373
C -4.292 -8.227 0.717
C -3.618 -7.027 0.573
H -2.584 -7.149 -2.501
H -3.760 -9.347 -2.429
H -4.868 -10.029 -0.299
H -4.760 -8.489 1.657
H -3.548 -6.324 1.397
N 2.060 7.954 1.425
C 0.903 7.696 2.045
C 0.395 8.462 3.080
C 1.126 9.561 3.504
C 2.329 9.848 2.878
C 2.747 9.020 1.850
H 0.368 6.825 1.681
H -0.549 8.207 3.543
H 0.764 10.185 4.311
H 2.928 10.696 3.181
H 3.679 9.207 1.328
N 2.377 -6.273 3.598
C 2.507 -5.209 4.400
C 3.140 -5.241 5.631
C 3.669 -6.447 6.065
C 3.547 -7.564 5.254
C 2.898 -7.424 4.038
H 2.076 -4.288 4.020
H 3.217 -4.347 6.235
H 4.171 -6.514 7.022
H 3.946 -8.522 5.559
H 2.781 -8.270 3.369
N 4.772 15.102 -2.393
C 3.502 14.688 -2.329
C 3.081 13.427 -2.719
C 4.028 12.541 -3.208
C 5.351 12.948 -3.285
C 5.668 14.230 -2.866
H 2.797 15.417 -1.944
H 2.038 13.145 -2.643
H 3.740 11.545 -3.524
H 6.119 12.285 -3.661
H 6.690 14.592 -2.904
N -8.550 -6.968 -1.570
C -9.072 -5.892 -2.169
C -8.384 -4.704 -2.356
C -7.080 -4.621 -1.894
C -6.518 -5.723 -1.269
C -7.290 -6.866 -1.134
H -10.095 -6.004 -2.510
H -8.857 -3.866 -2.851
H -6.509 -3.709 -2.021
H -5.502 -5.697 -0.895
H -6.894 -7.753 -0.655
N -4.585 -11.592 2.474
C -5.023 -12.555 1.655
C -4.230 -13.589 1.184
C -2.902 -13.629 1.579
C -2.424 -12.642 2.426
C -3.300 -11.654 2.842
H -6.067 -12.480 1.371
H -4.641 -14.342 0.525
H -2.249 -14.420 1.232
H -1.393 -12.640 2.755
H -2.972 -10.862 3.508
```

- Spin multiplicity: 1
- Total charge: +1
- Lowest unoccupied orbital energy: -2.293 eV
- HOMO-LUMO gap: 7.99 eV



What is the spin multiplicity in the third record? 1



Number 1 is which compound? C64H76AgCl3F3N10O2



spin multiplicity of number 3 (C64H90ClFN11O4P2Si2)? 1